Below is a molecular structure, C25H60Cl4NO13P3 at a distorted geometry, with properties calculated with ωB97M-V/def2-TZVPD.

Properties
Orbital gap = 0.2661 Ha
Energy = -132961.601 eV
2S+1 = 1

XYZ file:
```
106
Properties=species:S:1:pos:R:3:lowdin_charge:R:1
C -23.95354 -18.45541 -9.36805 -0.3450
O -24.80498 -18.08419 -10.14777 0.0103
N -23.54683 -19.71298 -9.14674 -0.1774
C -22.68809 -20.05203 -8.04631 -0.0591
C -24.22389 -20.76076 -9.89042 -0.0444
H -23.37928 -17.78502 -8.70482 0.1089
H -22.55773 -19.28341 -7.28281 0.0693
H -21.65127 -20.17008 -8.38800 0.0904
H -23.03074 -20.97450 -7.57982 0.0895
H -25.16596 -20.98157 -9.37483 0.0977
H -24.47085 -20.42512 -10.89710 0.0171
H -23.63241 -21.67427 -9.91829 0.0901
Cl -25.46796 -14.20018 -11.96516 0.6007
C -25.26582 -15.86024 -12.47503 -0.6609
C -23.81553 -16.33613 -12.41651 -0.6145
Cl -22.79545 -15.54245 -13.64984 0.6193
H -25.74208 -16.00388 -13.43799 0.0439
H -25.72426 -16.43886 -11.67163 0.0587
H -23.71035 -17.40299 -12.57364 0.0306
H -23.44570 -16.01006 -11.45021 0.0297
Cl -23.90170 -21.24088 -16.70329 0.6477
C -22.87726 -20.11613 -15.76488 -0.7715
C -23.71159 -19.16566 -14.91318 -0.5827
Cl -24.39696 -20.00543 -13.47466 0.5949
H -22.13712 -19.60841 -16.37780 -0.1347
H -22.31928 -20.81177 -15.13790 0.0567
H -24.47732 -18.77352 -15.58242 0.0759
H -23.12324 -18.28877 -14.64906 0.0409
C -28.61530 -16.86197 -19.61924 -0.0708
C -27.99249 -15.46804 -19.61551 -0.2467
O -26.89985 -15.45392 -18.66946 -0.1922
P -27.13018 -14.79065 -17.22551 0.4185
O -27.93942 -13.56800 -17.24817 -0.2248
O -27.80083 -16.06193 -16.47924 -0.1899
C -28.24141 -15.90684 -15.11789 -0.2469
C -28.03903 -17.25561 -14.41371 -0.0692
O -25.65699 -14.69588 -16.64350 -0.1697
C -25.21573 -13.64255 -15.78327 -0.2893
C -25.03140 -12.33654 -16.51614 -0.0692
H -27.90535 -17.69073 -19.56799 0.0811
H -29.42444 -16.90308 -18.90068 0.0726
H -28.94799 -17.12496 -20.63433 0.0720
H -27.66361 -15.04604 -20.56292 0.1161
H -28.70983 -14.73742 -19.23034 0.0998
H -27.60510 -15.16446 -14.63251 0.0926
H -29.30085 -15.66374 -15.08386 0.1224
H -28.27903 -17.07436 -13.36299 0.0810
H -28.70557 -18.01257 -14.82647 0.0782
H -27.03586 -17.67405 -14.47939 0.0630
H -25.93322 -13.55116 -14.95461 0.0922
H -24.36016 -13.95187 -15.17675 0.0597
H -26.00562 -11.97249 -16.84702 0.0668
H -24.71244 -11.53695 -15.84152 0.0814
H -24.33933 -12.38765 -17.35424 0.0792
C -17.01037 -16.95165 -7.53404 -0.0735
C -18.38637 -17.41855 -7.94495 -0.2645
O -19.30666 -16.42939 -7.47918 -0.1737
P -20.81997 -16.36686 -7.92546 0.4218
O -21.21049 -17.00854 -9.19213 -0.2168
O -21.61193 -16.92011 -6.62249 -0.1941
C -21.37697 -16.32755 -5.37073 -0.3034
C -22.15424 -17.11631 -4.31093 -0.0630
O -21.07157 -14.79529 -7.87186 -0.1964
C -22.36594 -14.19207 -8.11888 -0.2244
C -22.40601 -13.83066 -9.59440 -0.0636
H -16.18994 -17.58708 -7.86171 0.0794
H -16.76288 -15.96566 -7.93763 0.0803
H -17.01877 -16.78348 -6.45582 0.0793
H -18.49972 -17.58106 -9.01921 0.1166
H -18.57883 -18.41380 -7.53314 0.1213
H -20.31397 -16.31911 -5.10367 0.1165
H -21.66103 -15.27494 -5.24165 0.1197
H -22.00977 -18.17127 -4.55281 0.0745
H -21.77598 -16.89355 -3.31568 0.0773
H -23.22202 -16.91180 -4.38246 0.0767
H -23.13864 -14.92300 -7.85809 0.1175
H -22.49728 -13.37884 -7.40801 0.1189
H -22.71663 -14.62365 -10.26535 0.0380
H -23.21156 -13.09249 -9.72321 0.0748
H -21.51277 -13.32028 -9.94332 0.0871
C -18.39909 -20.57169 -15.93888 -0.0582
C -19.06932 -19.25306 -16.27740 -0.2341
O -20.50360 -19.40685 -16.23726 -0.1700
P -21.42507 -18.87350 -17.42727 0.4916
O -22.84283 -19.18653 -17.23948 -0.2973
O -20.76200 -19.57542 -18.71658 -0.1457
C -21.43168 -19.49109 -19.96117 -0.2754
C -22.37039 -20.64139 -20.33908 -0.0675
O -21.09059 -17.33312 -17.68759 -0.1534
C -21.03200 -16.47915 -16.52490 -0.2621
C -21.47889 -15.06979 -16.90006 -0.0679
H -18.17448 -21.09418 -16.87093 0.0793
H -17.39476 -20.34852 -15.55655 0.0784
H -18.81078 -21.20490 -15.15934 0.0853
H -18.76916 -18.55874 -15.48875 0.1165
H -18.74427 -18.83099 -17.22524 0.1209
H -21.87166 -18.52479 -20.20637 0.1201
H -20.62656 -19.61223 -20.69368 0.1153
H -23.07923 -20.83064 -19.52858 0.0456
H -22.94849 -20.46306 -21.24416 0.0783
H -21.81939 -21.56747 -20.50930 0.0758
H -21.80732 -16.83798 -15.84077 0.0545
H -20.06397 -16.58624 -16.04008 0.1160
H -22.51966 -15.07989 -17.21400 0.0795
H -21.15997 -14.26656 -16.24032 0.0782
H -20.93371 -14.79982 -17.81672 0.0799
```

Below is a molecular structure, C25H60ClGaNO8P2, with properties calculated with ωB97M-V/def2-TZVPD.

Properties
Net charge = -1
Orbital gap = 0.2155 Ha
Energy = -128243.785 eV
Relative energy (zero: lowest compared OMol25 entry of this formula, charge and spin) = 0.0 kcal/mol
2S+1 = 1

XYZ file:
```
98
Properties=species:S:1:pos:R:3:lowdin_charge:R:1
C 4.62000 1.21400 0.68905 -0.1104
C 3.46631 2.18564 0.40092 -0.2679
C 3.24166 2.42640 -1.09457 -0.2173
C 1.79582 2.80739 -1.44160 -0.2309
C 1.17931 1.94772 -2.53901 -0.2376
C -0.31284 2.21998 -2.67841 -0.2280
C -1.12238 1.18468 -3.45389 -0.2988
C -0.68093 -0.26759 -3.29730 -0.3035
Ga -1.03071 -1.10312 -1.48444 0.1569
C -2.97850 -1.01643 -0.96974 -0.2808
C -3.31310 -0.27757 0.34347 -0.2926
C -4.02957 1.06208 0.11884 -0.2225
C -3.02938 2.22390 0.02062 -0.2747
N -2.87499 2.93228 1.31899 -0.0009
P -0.48339 -3.41984 -1.75062 0.6910
C 1.24245 -3.46294 -2.42484 -0.3885
O -0.29549 -4.06386 -0.20249 -0.4683
P 0.41165 -0.18658 0.19347 0.3999
O 1.86950 -0.82403 -0.32857 -0.4788
Cl 0.09668 -1.42448 1.87837 0.0837
H 4.24351 0.24155 0.99641 0.0573
H 5.28629 1.58136 1.46572 0.0581
H 5.21655 1.06929 -0.21030 0.0629
H 2.55022 1.80287 0.84618 0.0611
H 3.68520 3.13869 0.88375 0.0977
H 3.91911 3.21545 -1.41766 0.1029
H 3.47704 1.49525 -1.60974 0.0984
H 1.18547 2.65219 -0.54956 0.0720
H 1.69914 3.86461 -1.69331 0.1075
H 1.38130 0.90845 -2.28421 0.0651
H 1.67587 2.20518 -3.47762 0.1195
H -0.40523 3.16733 -3.21560 0.1074
H -0.72783 2.39708 -1.68578 0.0757
H -2.16509 1.27885 -3.13926 0.0881
H -1.11616 1.45840 -4.51413 0.0939
H 0.35126 -0.36130 -3.64320 0.0341
H -1.27963 -0.86268 -3.99127 0.0467
H -3.33065 -2.04554 -0.89458 0.0288
H -3.52495 -0.58453 -1.81062 0.0338
H -2.40426 -0.06738 0.90576 0.0435
H -3.94299 -0.90169 0.97792 0.0898
H -4.55255 1.02348 -0.83802 0.0844
H -4.74040 1.26397 0.91736 0.0931
H -2.06314 1.78654 -0.22301 0.0655
H -3.31716 2.91895 -0.76666 0.1029
H -1.88584 3.03300 1.51581 0.0523
H -3.20309 3.88529 1.21905 0.0476
H 1.47957 -4.43062 -2.86267 0.0086
H 1.29193 -2.70492 -3.20631 0.0109
H 2.00666 -3.24882 -1.67396 0.0148
H 0.54062 -3.76042 0.16589 -0.0130
H 1.72361 -1.25598 -1.17818 -0.0293
C 7.13868 -2.11318 1.39151 -0.1077
O 7.76722 -1.24148 2.30614 -0.1993
C 7.68635 -1.69226 3.64400 -0.2080
C 8.85630 -1.19553 4.45936 -0.1846
O 10.07645 -1.87960 4.21718 -0.1268
C 10.76333 -1.60498 3.00916 -0.1882
C 11.46102 -0.26507 2.97562 -0.2103
O 10.54297 0.78919 2.75799 -0.1935
C 10.96187 2.01309 3.31097 -0.1174
H 6.05658 -2.15027 1.55492 0.0905
H 7.32905 -1.73100 0.39082 0.0882
H 7.55243 -3.12622 1.46564 0.0858
H 7.66243 -2.78800 3.68053 0.1263
H 6.75988 -1.31021 4.09503 0.1308
H 8.62867 -1.39970 5.50806 0.1263
H 8.97456 -0.11570 4.34762 0.1213
H 10.11127 -1.72286 2.14108 0.1230
H 11.53972 -2.37179 2.95297 0.1260
H 12.19383 -0.27403 2.15572 0.1266
H 11.99905 -0.11844 3.92045 0.1251
H 11.16137 1.91505 4.38495 0.0867
H 10.15302 2.72720 3.16960 0.0886
H 11.86286 2.39266 2.81318 0.0865
C -6.83326 -2.21829 -1.04727 -0.1009
O -7.94993 -1.58552 -0.45263 -0.1979
C -7.62194 -0.31778 0.08967 -0.2046
C -8.81004 0.61305 0.07554 -0.1802
O -9.12019 1.15107 -1.20139 -0.1238
C -9.73644 0.29959 -2.14870 -0.1888
C -11.19729 0.01857 -1.88205 -0.2092
O -11.36604 -0.92963 -0.84380 -0.1935
C -12.57643 -0.77389 -0.14606 -0.1216
H -6.07007 -2.47129 -0.30396 0.0876
H -7.18912 -3.13418 -1.51583 0.0857
H -6.37780 -1.58163 -1.81343 0.0888
H -6.79841 0.13432 -0.47326 0.1113
H -7.29172 -0.45604 1.12876 0.1320
H -8.54659 1.48012 0.68527 0.1271
H -9.68238 0.13792 0.53065 0.1200
H -9.17870 -0.63078 -2.27564 0.1238
H -9.68605 0.85209 -3.09014 0.1267
H -11.64960 -0.37930 -2.80211 0.1259
H -11.70011 0.95964 -1.62676 0.1245
H -12.67188 0.23993 0.26137 0.0866
H -12.56949 -1.48245 0.68021 0.0868
H -13.44194 -0.98383 -0.78740 0.0858
```